Formula: C14H17BNS2
Source: the Open Molecules 2025 dataset
Level of theory: ωB97M-V/def2-TZVPD

- Total charge: +1

Each atom is followed by the atoms it is bonded to, with distances in Å.
Element x y z (Å)
1 S 0.3010 -2.1783 2.0350  C9 1.819, C15 1.791
2 S 0.4011 0.4991 3.1883  C5 1.791, C9 1.797
3 N 1.0630 1.0552 -3.6463  C10 1.370, C12 1.371, B18 1.471
4 C 3.8244 0.5945 -3.7356  C14 1.396, C17 1.397, H34 1.094
5 C 1.9934 -0.3061 3.0355  S2 1.791, C15 1.521, H25 1.098, H32 1.099
6 C -4.0373 0.1931 3.5470  C7 1.399, C8 1.411, H22 1.091
7 C -4.8574 -0.4207 2.5936  C6 1.399, C13 1.396, H23 1.099
8 C -2.6345 0.0934 3.4331  C6 1.411, C11 1.394, H33 1.098
9 C -0.5489 -0.5711 2.1020  S1 1.819, S2 1.797, C11 1.537, H21 1.077
10 C 1.7882 0.9426 -2.4897  N3 1.370, C14 1.378, H19 1.092
11 C -2.0617 -0.6052 2.3721  C8 1.394, C9 1.537, C16 1.400
12 C 1.7120 0.9438 -4.8484  N3 1.371, C17 1.379, H20 1.088
13 C -4.2857 -1.1622 1.5575  C7 1.396, C16 1.408, H31 1.092
14 C 3.1414 0.6835 -2.5218  C4 1.396, C10 1.378, H27 1.090
15 C 1.9364 -1.4493 2.0335  S1 1.791, C5 1.521, H29 1.096, H30 1.100
16 C -2.8871 -1.3095 1.4867  C11 1.400, C13 1.408, H24 1.097
17 C 3.0730 0.7280 -4.9052  C4 1.397, C12 1.379, H28 1.088
18 B -0.3462 1.4731 -3.6038  N3 1.471, H26 1.184, H35 1.196
19 H 1.2335 1.1027 -1.5624  C10 1.092
20 H 1.0742 1.0764 -5.7196  C12 1.088
21 H -0.3796 -0.1377 1.1302  C9 1.077
22 H -4.4757 0.7556 4.3721  C6 1.091
23 H -5.9485 -0.2979 2.6474  C7 1.099
24 H -2.4381 -1.9535 0.7202  C16 1.097
25 H 2.2306 -0.6960 4.0345  C5 1.098
26 H -0.5460 2.3787 -2.8673  B18 1.184
27 H 3.6430 0.5550 -1.5630  C14 1.090
28 H 3.5400 0.6586 -5.8860  C17 1.088
29 H 2.6190 -2.2421 2.3600  C15 1.096
30 H 2.2094 -1.1210 1.0199  C15 1.100
31 H -4.9184 -1.6341 0.8032  C13 1.092
32 H 2.7627 0.4321 2.7671  C5 1.099
33 H -2.0088 0.5747 4.1965  C8 1.098
34 H 4.9124 0.4833 -3.7674  C4 1.094
35 H -1.0845 0.8612 -4.3185  B18 1.196

Formula: C44H43F6N2
Source: the Open Molecules 2025 dataset
Level of theory: ωB97M-V/def2-TZVPD

- Total charge: +1

Each atom is followed by the atoms it is bonded to, with distances in Å.
Element x y z (Å)
1 F 11.0176 -2.7264 -4.0536  C38 1.341
2 F 6.9136 -0.6175 1.1794  C50 1.343
3 F -6.5894 -1.9734 8.0321  C31 1.345
4 F 2.5991 2.6133 -4.2082  C16 1.346
5 F -6.1064 -1.3896 1.1539  C35 1.349
6 F -2.8167 2.7312 -3.3251  C21 1.350
7 N -2.5917 -2.6739 -1.1922  N8 1.329, C19 1.390
8 N -1.4987 -2.4844 -1.9232  N7 1.329, C42 1.411, H72 1.037
9 C 9.2451 -1.2463 -1.2654  C13 1.391, C22 1.393, H54 1.085
10 C 2.9605 3.3480 -8.2369  C24 1.393, C44 1.391, H65 1.085
11 C -4.2134 -1.2132 10.6598  C14 1.391, C47 1.393, H84 1.085
12 C 1.8979 2.1797 -6.4180  C16 1.386, C44 1.391, H95 1.084
13 C 10.2717 -1.5539 -2.1521  C9 1.391, C38 1.386, H53 1.084
14 C -4.7585 -1.7588 9.5021  C11 1.391, C31 1.386, H77 1.084
15 C -6.7368 3.7420 -4.0610  C30 1.392, C49 1.392, H90 1.085
16 C 2.7177 2.8537 -5.5270  F4 1.346, C12 1.386, C36 1.385
17 C -5.5528 -1.6783 5.2207  C20 1.392, C33 1.393, H93 1.082
18 C -5.0477 2.0596 -3.7143  C21 1.386, C49 1.391, H91 1.084
19 C -3.3673 -1.5499 -0.9313  N7 1.390, C28 1.550, H70 1.152
20 C -5.8083 -2.8232 4.4717  C17 1.392, C26 1.391, H89 1.085
21 C -4.1026 3.0627 -3.5663  F6 1.350, C18 1.386, C46 1.385
22 C 7.9908 -1.8298 -1.4260  C9 1.393, C37 1.392, H76 1.083
23 C 3.0185 -1.8968 -1.8909  C40 1.603, H80 1.152, H81 1.154, H83 1.140
24 C 3.7834 4.0152 -7.3327  C10 1.393, C36 1.391, H62 1.084
25 C -6.8372 -0.6113 9.9404  C31 1.386, C45 1.391, H64 1.084
26 C -6.0013 -2.7256 3.0976  C20 1.391, C35 1.385, H68 1.084
27 C -1.9252 0.1293 -2.2437  C28 1.578, C42 1.537, H73 1.136
28 C -3.2278 -0.0712 -1.3761  C19 1.550, C27 1.578, H92 1.136
29 C 5.8414 -0.6760 3.2769  C50 1.386, C51 1.391, H56 1.084
30 C -5.7775 4.7401 -3.9156  C15 1.392, C46 1.391, H55 1.084
31 C -6.0639 -1.4499 9.1539  F3 1.345, C14 1.386, C25 1.386
32 C 3.7925 0.8921 2.2237  C39 1.391, C52 1.393, H85 1.085
33 C -5.4845 -0.4348 4.5974  C17 1.393, C43 1.391, H75 1.085
34 C 1.2268 -0.0130 -2.6140  C40 1.609, C41 1.610, H58 1.155, H79 1.154
35 C -5.9251 -1.4842 2.4874  F5 1.349, C26 1.385, C43 1.386
36 C 3.6574 3.7706 -5.9693  C16 1.385, C24 1.391, H67 1.084
37 C 7.7603 -2.7155 -2.4749  C22 1.392, C48 1.391, H57 1.085
38 C 10.0290 -2.4334 -3.1957  F1 1.341, C13 1.386, C48 1.386
39 C 4.8677 0.5234 1.4218  C32 1.391, C50 1.386, H63 1.084
40 C 2.1869 -0.5950 -1.4611  C23 1.603, C34 1.609, H87 1.152, H88 1.155
41 C 0.2219 -1.1097 -3.2303  C34 1.610, C42 1.621, H66 1.155, H71 1.155
42 C -1.1664 -1.1983 -2.3981  N8 1.411, C27 1.537, C41 1.621
43 C -5.6664 -0.3378 3.2215  C33 1.391, C35 1.386, H82 1.084
44 C 2.0168 2.4330 -7.7806  C10 1.391, C12 1.391, H59 1.085
45 C -6.2950 -0.0750 11.1035  C25 1.391, C47 1.392, H74 1.085
46 C -4.4533 4.3991 -3.6612  C21 1.385, C30 1.391, H69 1.084
47 C -4.9834 -0.3740 11.4609  C11 1.393, C45 1.392, H86 1.085
48 C 8.7832 -3.0153 -3.3686  C37 1.391, C38 1.386, H61 1.084
49 C -6.3740 2.4018 -3.9578  C15 1.392, C18 1.391, H94 1.085
50 C 5.8791 -0.2584 1.9563  F2 1.343, C29 1.386, C39 1.386
51 C 4.7717 -0.2980 4.0816  C29 1.391, C52 1.392, H60 1.085
52 C 3.7471 0.4832 3.5542  C32 1.393, C51 1.392, H78 1.085
53 H 11.2565 -1.1161 -2.0382  C13 1.084
54 H 9.4218 -0.5535 -0.4497  C9 1.085
55 H -6.0611 5.7834 -4.0004  C30 1.084
56 H 6.6432 -1.2911 3.6681  C29 1.084
57 H 6.7838 -3.1726 -2.5964  C37 1.085
58 H 0.6803 0.8888 -2.1439  C34 1.155
59 H 1.3740 1.9171 -8.4857  C44 1.085
60 H 4.7370 -0.6122 5.1191  C51 1.085
61 H 8.6193 -3.6956 -4.1960  C48 1.084
62 H 4.5209 4.7252 -7.6904  C24 1.084
63 H 4.9248 0.8390 0.3863  C39 1.084
64 H -7.8536 -0.3824 9.6421  C25 1.084
65 H 3.0566 3.5428 -9.3000  C10 1.085
66 H -0.0417 -0.8334 -4.3207  C41 1.155
67 H 4.2832 4.2862 -5.2503  C36 1.084
68 H -6.2101 -3.6054 2.5001  C26 1.084
69 H -3.6950 5.1632 -3.5365  C46 1.084
70 H -4.2843 -1.7532 -0.2634  C19 1.152
71 H 0.7037 -2.1570 -3.3060  C41 1.155
72 H -0.8910 -3.3010 -2.1226  N8 1.037
73 H -1.6258 1.1395 -2.6689  C27 1.136
74 H -6.8948 0.5755 11.7307  C45 1.085
75 H -5.2893 0.4570 5.1830  C33 1.085
76 H 7.1931 -1.5929 -0.7323  C22 1.083
77 H -4.1772 -2.4206 8.8704  C14 1.084
78 H 2.9104 0.7748 4.1808  C52 1.085
79 H 1.8263 0.4152 -3.5020  C34 1.154
80 H 2.3973 -2.8589 -1.7623  C23 1.152
81 H 3.8812 -1.9957 -1.1309  C23 1.154
82 H -5.6090 0.6204 2.7177  C43 1.084
83 H 3.4607 -1.7875 -2.9360  C23 1.140
84 H -3.1904 -1.4421 10.9378  C11 1.085
85 H 2.9916 1.4976 1.8130  C32 1.085
86 H -4.5588 0.0476 12.3662  C47 1.085
87 H 1.5906 -0.7735 -0.4919  C40 1.152
88 H 2.9616 0.2320 -1.2402  C40 1.155
89 H -5.8573 -3.7914 4.9581  C20 1.085
90 H -7.7705 4.0080 -4.2554  C15 1.085
91 H -4.7448 1.0212 -3.6392  C18 1.084
92 H -3.9336 0.7799 -1.1172  C28 1.136
93 H -5.4069 -1.7534 6.2906  C17 1.082
94 H -7.1233 1.6255 -4.0677  C49 1.085
95 H 1.1742 1.4636 -6.0454  C12 1.084

Formula: C2H7OS
Source: the Open Molecules 2025 dataset
Level of theory: ωB97M-V/def2-TZVPD

- Total charge: -1

Each atom is followed by the atoms it is bonded to, with distances in Å.
Element x y z (Å)
1 S -0.0151 0.4313 0.1959  C3 2.009, C4 1.710
2 O 1.4280 -1.0438 2.6044  H8 0.975, H11 0.956
3 C -1.2926 1.4332 -0.9876  S1 2.009, H7 1.081, H9 1.082, H10 1.084
4 C 0.4166 -1.0354 -0.5696  S1 1.710, H5 1.087, H6 1.084
5 H 1.1198 -0.9999 -1.3973  C4 1.087
6 H -0.3169 -1.8335 -0.5517  C4 1.084
7 H -0.6905 2.2411 -1.3788  C3 1.081
8 H 0.8056 -0.9993 1.8549  O2 0.975
9 H -1.5321 0.6852 -1.7321  C3 1.082
10 H -2.0640 1.6558 -0.2599  C3 1.084
11 H 2.1413 -0.5346 2.2218  O2 0.956

| no. | LUMO level (eV) | Kohn-Sham gap (eV) | energy (eV) |
| --- | --- | --- | --- |
| 1 | -5.5 | 5.151 | -38623.4018 |
| 2 | -4.9 | 5.584 | -65599.9195 |
| 3 | 4.2 | 5.970 | -15069.1105 |